(1)
Below is a 7-piece molecular cluster, C28H68Cl4O17P2 overall, with properties calculated with ωB97M-V/def2-TZVPD.

Last column: Löwdin charge in e.
Atoms and positions in Å:
C1 -1.99044 -2.55681 32.42906  -0.10
O1 -2.45897 -3.67512 33.19840  -0.22
P1 -3.94571 -4.21102 32.94500  0.42
O2 -4.98666 -3.17613 32.78196  -0.23
O3 -3.69939 -5.20763 31.70946  -0.23
C2 -2.55111 -6.03328 31.58728  -0.11
O4 -4.24619 -5.26238 34.14658  -0.23
C3 -5.36403 -6.13440 34.03173  -0.10
H1 -1.05066 -2.78004 31.92401  0.08
H2 -1.72477 -1.72647 33.08332  0.09
H3 -2.59388 -2.24114 31.57799  0.09
H4 -2.01776 -5.80819 30.66371  0.09
H5 -2.95673 -7.02051 31.36608  0.08
H6 -1.88773 -6.22437 32.43079  0.10
H7 -5.94139 -5.89217 33.13949  0.08
H8 -5.99058 -6.02769 34.91725  0.09
H9 -4.97083 -7.14324 33.90629  0.09
C4 -10.60867 -4.63304 29.06980  -0.14
O5 -10.93417 -5.34064 27.91160  -0.21
P2 -12.26820 -6.29398 27.99141  0.51
O6 -13.52877 -5.50710 28.22457  -0.25
O7 -11.95051 -7.43289 29.06772  -0.21
C5 -11.06105 -8.46576 28.75747  -0.13
O8 -12.26182 -7.16950 26.58888  -0.24
C6 -13.25138 -8.14580 26.40721  -0.13
H10 -11.39561 -4.00338 29.48496  0.09
H11 -9.71763 -4.02750 28.90406  0.09
H12 -10.40033 -5.28794 29.91586  0.08
H13 -11.43260 -9.47298 28.94601  0.09
H14 -10.25215 -8.36708 29.48138  0.09
H15 -10.58090 -8.39984 27.78115  0.10
H16 -14.17761 -7.90553 26.92920  0.09
H17 -12.92331 -9.11373 26.78613  0.08
H18 -13.59923 -8.26103 25.38065  0.09
C7 -6.30364 -0.26245 27.04802  -0.10
O9 -6.77428 0.16065 25.77276  -0.22
C8 -5.94498 -0.17893 24.64675  -0.19
C9 -6.64027 0.04076 23.31945  -0.19
O10 -7.35218 -1.05478 22.79278  -0.14
C10 -8.52867 -1.41351 23.52301  -0.18
C11 -9.32918 -2.51552 22.85009  -0.19
O11 -8.66052 -3.77021 22.96119  -0.19
C12 -9.06381 -4.84195 22.13215  -0.11
H19 -6.21820 -1.34474 27.14521  0.08
H20 -7.00773 0.14456 27.77376  0.09
H21 -5.34427 0.22770 27.21372  0.08
H22 -5.55445 -1.18283 24.81341  0.13
H23 -5.16192 0.57865 24.67828  0.12
H24 -5.85400 -0.01899 22.56691  0.13
H25 -7.24553 0.94711 23.30261  0.13
H26 -9.11206 -0.54397 23.82575  0.13
H27 -8.22065 -1.83444 24.48011  0.12
H28 -9.47892 -2.19217 21.81998  0.12
H29 -10.33406 -2.64620 23.25163  0.13
H30 -9.25386 -4.48428 21.12020  0.08
H31 -9.97885 -5.29073 22.51868  0.08
H32 -8.32165 -5.62015 21.95412  0.08
C13 -7.63670 -12.85298 24.92755  -0.09
O12 -8.91619 -13.33987 24.43010  -0.19
C14 -9.04194 -14.76775 24.71346  -0.17
C15 -8.75887 -15.19692 26.17506  -0.17
O13 -9.50681 -14.49400 27.22455  -0.13
C16 -8.92326 -14.55725 28.52779  -0.18
C17 -7.58052 -13.88466 28.60375  -0.25
O14 -7.14174 -13.68589 29.91664  -0.19
C18 -6.05603 -12.85072 30.18608  -0.10
H33 -7.69015 -12.71174 26.00704  0.06
H34 -7.49115 -11.83579 24.56391  0.09
H35 -6.81072 -13.48493 24.60122  0.09
H36 -8.33629 -15.24119 24.03081  0.12
H37 -10.05827 -15.04547 24.43405  0.12
H38 -7.67046 -15.19163 26.23362  0.10
H39 -9.12714 -16.22174 26.22222  0.12
H40 -8.70378 -15.58660 28.81127  0.13
H41 -9.57503 -14.03237 29.22622  0.14
H42 -7.74403 -12.93530 28.09378  0.11
H43 -6.75304 -14.38959 28.10534  0.12
H44 -6.40464 -11.81895 30.23106  0.09
H45 -5.33126 -12.96368 29.37983  0.08
H46 -5.54878 -13.22616 31.07481  0.09
C19 -7.58842 -8.24550 16.69294  -0.10
O15 -7.69338 -9.28432 17.65851  -0.17
C20 -6.67208 -10.26084 17.60072  -0.22
C21 -6.60522 -11.21343 18.78579  -0.19
O16 -5.69453 -12.30112 18.67738  -0.10
C22 -4.34971 -11.95758 18.58287  -0.19
C23 -3.72253 -11.03142 19.69270  -0.19
O17 -3.90045 -11.51599 21.02125  -0.20
C24 -3.28779 -10.73585 22.07057  -0.08
H47 -8.49791 -7.65721 16.81480  0.08
H48 -7.59902 -8.61008 15.66578  0.09
H49 -6.81964 -7.50674 16.91944  0.08
H50 -5.68345 -9.80727 17.53013  0.12
H51 -6.82852 -10.89384 16.72726  0.13
H52 -7.62118 -11.57360 18.94760  0.13
H53 -6.41032 -10.59436 19.66150  0.12
H54 -4.14448 -11.62659 17.56482  0.12
H55 -3.74271 -12.85959 18.66053  0.12
H56 -4.33678 -10.13187 19.73269  0.10
H57 -2.71228 -10.67841 19.48563  0.12
H58 -2.22068 -10.91771 22.19832  0.08
H59 -3.84009 -10.87310 23.00021  0.08
H60 -3.41424 -9.68711 21.80175  0.08
Cl1 -5.48463 -7.72145 26.70252  0.55
C25 -5.75606 -6.05324 26.22497  -0.68
C26 -4.86072 -5.61535 25.07552  -0.74
Cl2 -3.20525 -5.38452 25.45101  0.59
H61 -5.64120 -5.50027 27.15725  0.06
H62 -6.81834 -5.91233 26.02546  0.07
H63 -5.24649 -4.72057 24.58700  0.07
H64 -4.97161 -6.31657 24.24842  0.07
Cl3 -4.06950 -4.87333 19.87135  0.54
C27 -3.05309 -3.47839 20.32213  -0.67
C28 -1.63324 -3.94041 20.49157  -0.69
Cl4 -0.57060 -2.60806 21.02492  0.54
H65 -3.31164 -3.02745 21.28020  0.07
H66 -3.16333 -2.79673 19.47874  0.07
H67 -1.15816 -4.46683 19.66375  0.07
H68 -1.55615 -4.64393 21.32056  0.06

Cartesian forces, eV/Å:
1.001 0.438 -0.461
-0.556 -0.038 0.266
-0.323 -0.448 0.329
0.869 -1.049 -0.359
-0.419 1.031 0.271
-0.374 -1.757 -1.008
1.345 1.549 -0.380
-0.076 -0.047 -0.549
0.193 -0.753 0.318
-0.602 -0.012 0.105
-0.781 -0.057 0.551
0.253 0.595 0.312
-0.094 -0.220 0.056
-0.191 0.957 0.264
-0.201 -0.001 0.078
0.139 -0.111 -0.070
-0.195 -0.079 0.250
0.394 0.591 1.875
-1.530 -1.942 -1.219
-1.730 0.964 -1.061
2.365 -1.681 -0.050
-1.220 0.992 -0.319
2.150 -0.715 0.801
1.135 2.134 0.990
-1.492 -0.788 0.478
-0.328 0.229 -0.680
-0.145 -0.096 -0.310
0.303 -0.443 -0.116
-0.714 0.239 -0.281
0.264 -0.033 0.014
-0.435 0.053 -0.130
0.045 0.232 0.346
0.193 -0.045 -0.108
0.775 0.304 -0.247
0.026 0.959 -0.776
-0.844 -0.542 -0.341
-0.516 1.054 1.428
0.565 -1.528 -0.501
-1.790 -0.751 0.232
0.635 -0.906 1.119
-0.067 -0.141 -0.785
1.194 0.063 0.210
-0.814 0.774 -0.640
0.003 -0.122 -0.071
-0.002 -0.235 -0.008
0.331 -0.234 0.304
0.152 -0.144 -0.496
0.688 -0.249 -0.162
0.401 1.273 0.116
0.170 0.231 0.060
-0.331 0.202 -0.568
0.208 -0.082 0.308
0.154 -0.364 -0.504
-0.102 0.401 0.453
-0.311 0.227 -0.182
-0.108 -0.181 0.001
0.422 0.246 0.841
-1.389 0.437 -0.302
1.023 -0.710 0.951
-0.587 1.845 0.394
-0.777 -0.089 -0.235
1.163 0.206 -0.917
0.729 -0.794 -0.296
1.140 1.651 -0.559
-1.490 -1.010 1.372
0.146 -0.418 -1.107
0.209 -0.526 0.116
-0.087 -0.156 -0.476
0.077 -0.080 0.114
0.100 -0.606 0.263
0.026 0.181 -0.081
-0.033 0.172 0.909
0.385 -0.350 0.009
-0.794 -0.376 0.278
-0.217 -0.354 -0.120
0.288 0.492 -0.086
-0.202 -0.362 -0.552
0.333 0.185 0.308
0.293 0.309 -0.226
-0.336 0.377 0.236
-1.021 0.185 0.671
0.307 -0.197 0.518
0.757 -0.483 -0.926
-0.995 0.947 0.788
-1.032 0.468 0.276
2.011 -0.163 0.882
-2.003 1.130 0.198
0.724 -1.149 0.518
-0.755 0.370 -1.326
-0.235 -0.164 -0.050
0.465 -0.110 -0.035
0.671 -0.425 -0.190
0.126 0.409 -0.314
0.108 0.015 -0.458
0.180 -0.646 -0.037
0.293 -0.133 0.332
0.287 0.792 0.084
-0.467 -0.525 0.030
0.081 0.661 -0.575
0.276 -0.578 -0.242
0.018 -0.315 -0.053
0.092 -0.413 -0.143
0.110 0.339 0.075
0.098 -0.792 -0.012
-0.227 0.870 0.565
-2.157 -0.141 -0.971
1.327 0.077 0.448
0.567 0.338 -0.255
0.087 -0.258 -0.634
-0.059 0.404 0.566
0.307 -0.469 0.248
-0.115 -0.068 0.364
0.524 0.152 -0.477
0.857 -0.967 0.651
-0.041 0.286 -0.265
-0.683 -0.066 -0.288
0.089 0.227 0.382
-0.302 0.469 -0.333
-0.355 -0.051 -0.002

Its total energy is -133609.74796 eV. The SMILES is COP(=O)(OC)OC.COP(=O)(OC)OC.COCCOCCOC.COCCOCCOC.COCCOCCOC.ClCCCl.ClCCCl. The LUMO energy is 0.078 eV.


(2)
Below is a 3-piece molecular cluster, C28H69BBrN8O9P3 overall, with properties calculated with ωB97M-V/def2-TZVPD.

Last column: Löwdin charge in e.
Atoms and positions in Å:
C1 8.71244 5.59008 -3.83785  -0.12
C2 7.70924 4.29581 -3.91045  -0.22
N1 6.24248 4.61106 -3.67410  -0.12
C3 5.70298 5.59975 -4.66782  -0.18
C4 4.17449 5.36102 -5.18683  -0.08
C5 3.78539 3.85464 -5.68021  -0.30
C6 4.36669 3.31256 -7.15324  -0.15
C7 5.97220 3.55364 -7.35848  -0.12
O1 4.18660 2.68120 -4.83270  -0.15
C8 3.48381 2.90293 -3.55991  -0.13
C9 1.94872 3.20840 -4.04560  -0.18
C10 1.16062 1.84347 -3.61379  -0.15
C11 1.16787 1.49801 -2.00755  -0.24
C12 -0.36720 1.58164 -1.34823  -0.56
Br1 -0.36043 2.04297 0.59730  0.60
B1 1.11822 4.35216 -3.14058  -0.40
O2 -0.16239 4.97746 -3.58865  0.04
O3 1.58430 4.79570 -1.77877  0.01
C13 2.12359 3.62511 -5.62254  -0.31
N2 1.63790 5.01980 -6.07170  0.03
C14 1.51232 2.69166 -6.81606  -0.19
P1 -0.33856 2.28698 -6.73076  0.73
O4 -1.22554 3.23174 -5.83511  -0.34
O5 -0.68459 0.63358 -6.18293  -0.22
O6 -1.00458 2.37823 -8.37161  -0.23
C15 6.15224 5.05330 -2.23990  -0.31
C16 5.88193 3.84758 -1.11235  -0.04
O7 6.30950 6.27942 -1.74404  -0.04
H1 8.67638 6.19603 -2.83734  0.08
H2 8.61567 6.33397 -4.75947  0.08
H3 9.82217 5.15648 -3.91301  0.09
H4 8.06724 3.53927 -3.06213  0.14
H5 7.92874 3.75022 -4.93223  0.12
H6 5.73224 6.71606 -4.24265  0.14
H7 6.47999 5.62485 -5.57451  0.11
H8 3.46138 5.80248 -4.33769  0.13
H9 4.04131 6.07884 -6.13240  0.14
H10 3.75826 3.86387 -7.98668  0.11
H11 4.21458 2.12809 -7.16107  0.13
H12 6.25017 4.67395 -7.55774  0.08
H13 6.28940 2.94282 -8.32470  0.09
H14 6.53194 3.05888 -6.45657  0.07
H15 3.74293 1.93162 -2.96293  0.15
H16 3.73481 3.83220 -2.89543  0.11
H17 1.54913 0.93440 -4.24227  0.13
H18 0.01139 2.01964 -3.88630  0.11
H19 1.45571 0.34216 -1.92536  0.13
H20 1.96883 2.07020 -1.37737  0.10
H21 -0.85390 0.50211 -1.48865  0.08
H22 -1.03578 2.38001 -1.93193  0.10
H23 -0.15328 5.94260 -3.25303  0.13
H24 1.94037 5.72978 -1.89620  0.11
H25 2.09400 5.11986 -7.02852  0.09
H26 0.61742 5.01263 -6.28047  0.08
H27 1.69762 3.15444 -7.90150  0.12
H28 2.10305 1.66045 -6.79094  0.11
H29 0.07127 0.04310 -6.47299  0.07
H30 -0.59573 1.65359 -8.93474  0.07
H31 5.72793 2.80384 -1.67023  0.08
H32 4.91975 4.14653 -0.51707  0.09
H33 6.81925 3.74726 -0.37975  0.10
C17 -4.06566 -3.81534 -0.88714  -0.13
N3 -3.17381 -3.78027 0.25094  -0.37
C18 -2.12978 -4.79664 0.16744  -0.14
P2 -2.94690 -2.50658 1.34667  0.76
O8 -1.65609 -2.03616 0.63271  -0.32
N4 -3.85025 -1.12337 0.87205  -0.32
C19 -5.08266 -1.11066 0.10133  -0.15
C20 -3.11226 0.11507 0.60821  -0.19
N5 -4.43088 -3.04740 2.16746  -0.26
C21 -4.61098 -2.29968 3.43186  -0.14
C22 -4.54992 -4.47046 2.52419  -0.13
H34 -5.09610 -3.60857 -0.58950  0.06
H35 -4.12320 -4.81201 -1.34189  0.08
H36 -3.75496 -3.11210 -1.66482  0.08
H37 -2.24346 -5.50954 0.98962  0.06
H38 -1.12464 -4.36595 0.24105  0.06
H39 -2.15007 -5.37031 -0.76444  0.08
H40 -4.89326 -1.22704 -0.96967  0.07
H41 -5.61708 -0.16229 0.23470  0.08
H42 -5.79427 -1.87226 0.42712  0.07
H43 -2.65830 0.10250 -0.39012  0.05
H44 -2.32507 0.26542 1.35370  0.01
H45 -3.76099 0.99537 0.67700  0.08
H46 -3.81248 -2.53764 4.14448  0.06
H47 -5.57816 -2.53146 3.89170  0.08
H48 -4.60133 -1.21784 3.27256  0.07
H49 -3.66997 -4.81754 3.07687  0.08
H50 -4.68945 -5.10583 1.64550  0.08
H51 -5.43870 -4.65092 3.14113  0.09
C23 -1.23541 -4.34562 7.75341  -0.13
N6 -2.53978 -3.72393 7.81653  -0.37
C24 -2.49696 -2.31008 7.45712  -0.13
P3 -4.05133 -4.49176 7.81323  0.76
O9 -4.26303 -4.21151 6.30529  -0.32
N7 -3.87556 -6.18707 7.59053  -0.33
C25 -2.73029 -7.00031 7.96470  -0.14
C26 -4.52834 -6.79293 6.42658  -0.14
N8 -3.80796 -4.81395 9.54683  -0.27
C27 -5.04548 -5.37176 10.13643  -0.15
C28 -3.42208 -3.69062 10.41616  -0.13
H52 -1.10343 -5.07212 8.55835  0.06
H53 -0.42235 -3.62767 7.91758  0.08
H54 -1.06435 -4.82680 6.78642  0.08
H55 -2.78589 -1.70209 8.31966  0.06
H56 -3.18476 -2.06907 6.63854  0.06
H57 -1.50753 -1.96905 7.13671  0.08
H58 -1.92136 -6.92420 7.23238  0.07
H59 -3.00817 -8.05913 8.03168  0.08
H60 -2.34359 -6.75709 8.95660  0.07
H61 -3.93824 -6.63933 5.51493  0.08
H62 -5.52739 -6.37143 6.27738  0.07
H63 -4.67555 -7.87041 6.56026  0.08
H64 -5.85615 -4.63393 10.11548  0.08
H65 -4.87984 -5.68818 11.17232  0.08
H66 -5.39112 -6.25912 9.59886  0.07
H67 -4.09588 -2.83661 10.28618  0.09
H68 -2.39520 -3.36225 10.23466  0.08
H69 -3.43680 -3.98459 11.47281  0.08

Cartesian forces, eV/Å:
1.320 -0.136 -0.413
1.732 -0.261 0.584
0.651 1.520 1.238
0.724 1.646 -1.119
0.471 0.569 -0.017
-0.521 -3.095 -1.077
0.444 0.664 0.720
-0.391 -0.814 -0.721
-0.585 3.272 1.256
-0.326 0.263 -0.147
-0.481 -0.945 1.313
-1.903 0.129 -0.768
-0.044 -1.420 0.276
0.090 -0.475 -2.137
0.256 -0.144 -1.319
-1.279 1.843 0.614
3.570 0.514 1.285
0.301 0.676 -3.288
0.059 1.848 -1.145
-0.147 -0.897 -0.587
1.614 -2.089 -0.333
-4.954 1.404 1.764
3.502 -3.106 -3.217
2.544 2.293 -2.038
2.566 -1.673 2.232
0.689 3.428 3.329
0.547 -0.175 -0.981
-1.222 -6.643 -3.563
-0.266 -1.235 -1.960
-0.063 -1.610 2.019
-2.355 0.872 0.130
-0.906 1.585 -1.750
-0.968 1.126 1.995
-0.054 -2.411 -0.740
-1.931 -0.210 1.896
1.337 -1.332 -2.007
0.231 -1.572 2.159
1.226 -1.215 1.290
0.049 2.823 -0.052
-0.496 -2.197 0.645
-0.609 1.313 1.960
-1.007 1.270 -1.681
-1.138 1.808 -0.957
0.492 -1.677 -1.480
-0.630 1.670 1.249
2.399 -0.662 0.357
-0.501 2.565 -0.066
-1.711 -0.777 -1.254
0.991 2.557 0.566
1.534 -1.679 1.509
-0.262 -2.429 -0.456
-0.694 -1.620 0.486
-0.759 0.046 1.587
0.794 -0.169 0.558
-0.455 -0.921 2.573
-1.325 1.825 -0.222
-1.200 0.778 0.498
-0.727 1.172 0.885
0.281 2.408 1.263
1.923 -0.580 -1.124
-2.164 0.464 -1.643
-0.545 0.215 0.308
0.113 -2.575 -1.014
0.484 0.262 0.401
-3.204 1.633 -7.551
1.264 -0.431 4.171
-0.137 1.143 0.246
-0.633 -0.107 0.569
0.340 -0.309 0.352
2.156 -0.074 2.811
-0.432 0.664 0.472
-0.158 -0.704 -0.297
0.040 0.231 -0.077
0.338 0.089 0.237
-0.156 0.089 -0.188
0.115 -0.266 0.066
-0.105 0.040 0.005
-0.245 0.245 0.095
0.002 0.009 -0.072
0.242 0.044 0.047
0.283 -0.084 -0.066
0.046 0.071 0.078
-0.166 -0.199 -0.387
-0.204 -0.263 -0.024
-0.344 -0.129 0.146
0.225 -0.190 -0.094
0.105 -0.207 -0.284
-0.227 -0.121 0.086
0.296 0.316 -0.055
0.254 0.408 0.116
-0.038 -0.487 0.463
1.715 1.971 0.372
-0.625 0.162 -0.191
6.812 -3.985 -3.080
-3.711 1.556 1.808
-0.745 -0.920 -0.214
-0.081 -0.259 0.812
-0.247 0.391 -0.109
-3.189 1.627 0.334
-0.375 -0.724 0.323
0.614 0.430 0.187
-0.053 -0.169 -0.166
-0.391 0.142 -0.130
0.178 -0.172 -0.034
0.011 0.286 0.047
0.023 -0.075 0.060
-0.089 -0.331 0.127
0.038 -0.005 -0.037
-0.163 0.117 -0.149
-0.043 0.221 -0.214
-0.111 -0.005 -0.074
0.315 0.051 -0.105
0.238 0.110 0.258
0.042 -0.063 0.286
0.094 0.204 -0.139
0.238 0.219 -0.128
0.108 0.002 0.217
-0.253 -0.085 -0.341
-0.321 -0.190 -0.262

Its total energy is -159078.25630 eV. The SMILES is CCN(CC[C@@]1(CC)OC[C@@](CCCBr)(B(O)O)[C@]1(N)CP(=O)(O)O)C(C)=O.CN(C)P(=O)(N(C)C)N(C)C.CN(C)P(=O)(N(C)C)N(C)C. The LUMO energy is -1.104 eV.


Summary of orbital gap in Ha
0.353, 0.232
(order as listed above)
Summary of F_max in hartree/bohr
0.056, 0.165
(order as listed above)
Summary of energy relative to the best compared isomer or geometry (same formula, charge and spin) in eV
0.000, 7.482
(order as listed above)